DFT (the ωB97M-V functional and the def2-TZVPD basis) results for a structure of composition C21H57F3HgN3O18S2Zn.

Geometry (Å):
Hg (-1.55, 3.84, -1.45)
Zn (2.29, 1.51, -4.06)
S (-0.97, 2.38, -4.68)
O (-0.97, 3.45, -5.67)
O (-1.83, 1.28, -5.06)
O (0.43, 1.86, -4.53)
O (-1.45, 2.84, -3.41)
C (0.05, -0.26, -0.51)
F (0.61, -1.31, -1.13)
F (-1.28, -0.12, -0.81)
F (0.08, -0.52, 0.80)
S (1.05, 1.37, -0.90)
O (0.02, 2.40, -0.82)
O (2.13, 1.53, 0.05)
O (1.62, 1.14, -2.23)
C (5.35, 0.87, -0.13)
C (5.73, -0.12, 1.00)
O (6.97, 0.12, 1.74)
O (4.69, 1.92, 0.34)
H (4.85, 0.49, -1.01)
H (6.26, 1.33, -0.51)
H (5.94, -1.12, 0.62)
H (4.86, -0.07, 1.66)
H (6.86, 0.97, 2.18)
H (3.73, 1.82, 0.33)
C (3.35, 3.81, -2.40)
C (4.32, 4.83, -2.89)
O (5.19, 4.17, -3.76)
O (2.50, 3.42, -3.44)
H (2.74, 4.21, -1.58)
H (3.83, 2.99, -1.88)
H (4.67, 5.45, -2.06)
H (3.85, 5.66, -3.41)
H (4.70, 4.17, -4.59)
H (1.88, 4.12, -3.65)
C (1.06, 3.43, 3.00)
C (1.32, 4.96, 3.04)
O (0.06, 5.57, 3.41)
O (-0.16, 3.06, 2.34)
H (1.10, 3.04, 4.01)
H (1.83, 2.95, 2.39)
H (1.59, 5.31, 2.05)
H (2.06, 5.15, 3.82)
H (0.17, 6.51, 3.30)
H (-0.46, 2.18, 2.58)
C (2.76, -1.18, -3.85)
C (4.17, -0.49, -4.07)
O (4.18, 0.83, -3.48)
O (1.79, -0.45, -4.43)
H (2.61, -1.12, -2.78)
H (2.67, -2.22, -4.17)
H (4.11, -0.19, -5.12)
H (5.10, -1.05, -4.01)
H (5.06, 1.07, -3.17)
H (0.93, -0.87, -4.51)
C (-1.97, -8.28, -0.13)
C (-0.65, -7.52, -0.57)
C (-0.12, -6.49, 0.54)
O (-1.02, -5.39, 0.79)
C (-1.10, -4.37, -0.16)
N (0.37, -8.52, -0.76)
H (-2.72, -7.49, -0.04)
H (-1.78, -8.75, 0.84)
H (-2.43, -8.99, -0.81)
H (-0.85, -7.04, -1.52)
H (0.81, -6.03, 0.21)
H (0.04, -7.14, 1.40)
H (-1.79, -3.56, 0.09)
H (-1.58, -4.57, -1.12)
H (-0.18, -3.88, -0.48)
H (1.21, -7.96, -0.71)
H (0.35, -9.09, 0.07)
C (-4.25, 1.43, -2.17)
C (-4.21, 1.82, -0.73)
C (-4.88, 0.69, 0.14)
O (-4.00, -0.33, 0.62)
C (-4.74, -1.42, 1.16)
N (-2.85, 2.14, -0.24)
H (-5.29, 1.44, -2.49)
H (-3.83, 0.44, -2.38)
H (-3.62, 2.07, -2.77)
H (-4.89, 2.67, -0.64)
H (-5.63, 0.27, -0.53)
H (-5.38, 1.06, 1.03)
H (-5.35, -2.02, 0.48)
H (-5.38, -1.02, 1.95)
H (-4.00, -2.11, 1.57)
H (-2.32, 1.29, -0.25)
H (-3.06, 2.05, 0.75)
C (-3.16, 2.16, 4.07)
C (-2.34, 0.86, 4.15)
C (-3.18, -0.45, 4.54)
O (-2.30, -1.53, 4.74)
C (-2.84, -2.73, 5.38)
N (-1.82, 0.62, 2.84)
H (-4.20, 2.10, 3.74)
H (-2.77, 3.10, 3.70)
H (-3.31, 2.51, 5.09)
H (-1.63, 1.04, 4.95)
H (-3.99, -0.63, 3.84)
H (-3.67, -0.11, 5.46)
H (-3.23, -2.51, 6.38)
H (-2.06, -3.48, 5.47)
H (-3.50, -3.16, 4.64)
H (-2.36, -0.14, 2.44)
H (-0.98, 0.06, 2.91)

* HOMO energy (alpha / beta): -0.2574 / -0.2776 Eh
* energy: -146434.5976 eV
* multiplicity: 2
* frontier orbital gap (alpha / beta): 6.359 / 6.821 eV
* expectation value of S²: 0.753

These are the Löwdin partial charges, in e, on atoms 1 to 2: 0.92 0.79